C12H19CoFO4SSb as an isolated structure at a distorted geometry, computed with ωB97M-V/def2-TZVPD.

Its HOMO energy (spin up / spin down) is -5.114 / -5.449 eV. As for the spin multiplicity: 4. As for the expectation value of S²: 3.76. The calculation puts the relative energy (zero: lowest compared OMol25 entry of this formula, charge and spin) at 0.0 kcal per mole. Its electronic energy is -78659.123 eV. As for the total charge: -1.

XYZ file:
```
39
C12H19CoFO4SSb, DFT ωB97M-V/def2-TZVPD
Co -0.17547 -1.02852 0.24268
O 3.02604 -0.70838 1.34523
S 2.02112 -1.75757 1.36263
O 2.44878 -2.90328 2.12964
O 1.49607 -2.10615 -0.10529
O 0.62814 -1.20208 1.90239
F -5.27975 -4.34520 -0.19189
C -4.05148 -3.78915 -0.16568
C -3.17929 -3.99824 0.92975
C -1.99750 -3.22367 0.99257
C -1.67499 -2.29187 0.03824
C -2.53539 -2.18438 -1.04479
C -3.66991 -2.95716 -1.21384
H -3.43176 -4.73200 1.77453
H -1.25753 -3.42265 1.77098
H -2.31506 -1.45076 -1.79502
H -4.32902 -2.75476 -2.04581
C 1.65417 2.97539 2.24033
C 2.26251 2.53740 0.90346
Sb 0.81161 1.38207 -0.24009
C 2.20187 1.01336 -1.87450
C 3.62100 1.06048 -1.35356
C -0.85978 2.48595 -1.22328
C -2.18100 2.07702 -0.62724
H 0.58623 2.74755 2.39653
H 1.75202 4.04761 2.40971
H 2.21789 2.46414 3.05355
H 2.93639 1.76012 1.18209
H 2.70892 3.33971 0.28532
H 1.89301 1.94250 -2.46004
H 1.81994 0.12484 -2.32500
H 3.89856 2.05455 -0.99610
H 4.38729 0.73141 -2.02443
H 3.69364 0.34606 -0.50940
H -0.84501 2.29869 -2.31688
H -0.71718 3.56382 -1.12678
H -2.22765 1.00257 -0.44603
H -3.08881 2.30073 -1.23931
H -2.24861 2.59983 0.36534
```

***

A 14-piece molecular cluster, H30NO13 overall, computed with ωB97M-V/def2-TZVPD.

Its HOMO energy is -14.073 eV. As for the spin multiplicity: 1. The calculation puts the relative energy (zero: lowest compared OMol25 entry of this formula, charge and spin) at 0.0 kcal per mole. Its electronic energy is -28593.324 eV. As for the total charge: +1.

XYZ file:
```
44
H30NO13, DFT ωB97M-V/def2-TZVPD
N -0.44001 1.02249 1.07502
H -1.39962 0.65529 1.13034
H -0.47912 2.04723 1.21379
H 0.16632 0.52885 1.76989
H -0.09976 0.78494 0.12635
H -3.83696 -0.57008 1.82905
H -2.40146 -1.00632 2.30364
O -2.91320 -0.63082 1.55284
H 3.03656 -0.27165 -0.67838
H 4.01633 0.71334 0.03452
O 3.08219 0.50405 -0.09993
H 1.56541 -1.22159 2.22749
H 2.24976 0.00924 1.51766
O 1.69256 -0.26066 2.27849
H -0.18508 0.31344 -2.09316
H 1.09443 -0.49147 -1.64479
O 0.58013 0.32465 -1.48576
H -2.04819 -0.73684 -1.50582
H -2.43029 -1.27880 -0.08156
O -2.02753 -1.53260 -0.94003
H 2.34529 2.61758 -2.39706
H 2.17496 2.01986 -0.99407
O 2.00367 2.83094 -1.52032
H -1.68200 1.69914 -2.37647
H -2.31275 0.74310 -3.45894
O -1.88466 0.76700 -2.59676
H 0.25213 2.99916 -1.80302
H -0.72796 3.94803 -2.55281
O -0.71391 3.20558 -1.93905
H 1.38297 -3.72638 2.33063
H 0.59850 -3.12121 1.11139
O 0.89918 -2.94822 2.03000
H 2.57917 -2.33943 -2.33515
H 1.52607 -2.47711 -1.17104
O 2.17558 -1.87112 -1.59888
H -1.37959 3.56388 -0.25522
H -1.55009 4.41567 1.04649
O -1.47527 3.51497 0.71900
H -0.71225 -2.54805 -0.70488
H -0.30403 -4.05266 -0.86642
O 0.02297 -3.20588 -0.53967
H -0.41461 -2.04193 2.91687
H -0.68386 -1.09395 4.13414
O -1.08317 -1.47157 3.34518
```

***

An isolated ion of composition C33H26F2OP and charge +1 at a distorted geometry, computed with ωB97M-V/def2-TZVPD.

Its HOMO energy is -11.526 eV. As for the spin multiplicity: 1. Its electronic energy is -51407.929 eV. As for the total charge: +1.

XYZ file:
```
63
C33H26F2OP, DFT ωB97M-V/def2-TZVPD
F -4.77060 0.39616 0.45516
C -3.63803 0.05820 1.15190
C -3.26052 -1.27888 1.18571
C -2.14556 -1.61220 1.95049
C -1.49875 -0.66298 2.75774
C -0.26384 -1.13098 3.53425
C 0.98853 -0.84316 2.68108
C 2.01119 -1.79223 2.58460
C 3.18500 -1.51249 1.89034
C 3.29778 -0.26953 1.27471
F 4.47249 0.04705 0.64232
C 2.30850 0.69843 1.34439
C 1.14693 0.39688 2.05927
C -1.92375 0.66933 2.71152
C -2.96529 1.04949 1.85139
H -3.80689 -2.03499 0.63003
H -1.78659 -2.64689 1.96260
H -0.38367 -2.21800 3.61473
H 1.87919 -2.75842 3.07325
H 3.99664 -2.23288 1.85296
H 2.42972 1.67168 0.87594
H 0.36021 1.14781 2.12782
H -1.40750 1.42621 3.31056
H -3.24557 2.09449 1.74295
C -3.29870 -4.95396 5.21309
C -2.61116 -4.84580 6.42449
C -1.99581 -3.64828 6.78882
C -2.08378 -2.52812 5.94481
P -1.22543 -0.98190 6.31855
C -2.51005 0.28074 6.40111
C -2.09660 1.59942 6.67028
C -3.04359 2.57556 6.97804
C -4.40432 2.25283 7.03324
C -4.81225 0.93641 6.80608
C -3.87348 -0.04989 6.49573
C -0.67566 -1.13146 8.04048
C 0.63187 -1.46558 8.43046
C 0.93127 -1.72232 9.76665
C -0.06519 -1.63463 10.74007
C -1.36510 -1.26781 10.37460
C -1.66464 -1.01133 9.03898
C -0.02705 -0.61257 4.94645
C 1.32117 -1.20077 5.37903
O 2.28714 -0.53237 5.70786
C -2.92202 -2.59913 4.82184
C -3.45798 -3.81720 4.41184
H -3.73660 -5.90406 4.90573
H -2.54132 -5.69804 7.10032
H -1.44880 -3.56644 7.72837
H -1.03061 1.83839 6.66239
H -2.71599 3.59378 7.18394
H -5.14607 3.01897 7.26455
H -5.86378 0.65660 6.87607
H -4.19790 -1.08224 6.35684
H 1.43386 -1.51521 7.70230
H 1.94975 -1.99748 10.04503
H 0.15972 -1.85674 11.78330
H -2.15753 -1.18023 11.11879
H -2.67682 -0.71055 8.76736
H 0.05497 0.48786 4.94025
H 1.32444 -2.32259 5.31937
H -3.15111 -1.68893 4.26096
H -4.00088 -3.86466 3.46838
```